No. 1
10
Properties=species:S:1:pos:R:3:forces:R:3 method="wB97M-V/def2-TZVPD" orbital_gap_ha=0.40754 smiles="N/[N+]([O-])=N/OC=O"
N -2.075 0.108 0.603 0.0080 -0.2322 0.5473
N -0.815 -0.529 0.641 -2.8149 -1.8612 2.2644
O -0.651 -1.525 1.333 -0.0076 0.1614 -0.2523
N -0.080 0.128 -0.057 6.0145 1.3157 -3.0638
O 1.358 -0.508 -0.154 -1.9153 1.5087 0.2769
C 2.176 0.426 -0.792 -0.3689 -0.3413 -1.5161
O 3.237 0.202 -1.294 -0.0282 -1.2042 1.2020
H -2.042 0.765 -0.184 -0.9162 -0.6150 0.5908
H -2.876 -0.447 0.967 1.2488 0.5501 -0.8713
H 1.768 1.380 -1.064 -1.2203 0.7179 0.8221



No. 2
9
Properties=species:S:1:pos:R:3:forces:R:3 method="wB97M-V/def2-TZVPD" orbital_gap_ha=0.37173
C 0.594 0.559 0.290 -1.0603 1.4101 -2.1209
N -0.274 -1.630 -0.019 1.8598 -0.5709 -1.2991
N -1.334 -1.124 0.227 -3.0484 0.8769 0.9256
N 0.780 -0.794 -0.086 2.4695 -1.1844 -1.5968
O -1.888 1.381 -0.652 0.1835 -0.7793 0.4069
S -1.348 0.635 0.503 1.6412 0.5715 -0.2661
H 1.151 0.748 1.194 -0.1722 0.4971 0.3610
H 0.861 1.280 -0.599 -0.5690 -1.1364 1.9201
H 1.460 -1.054 -0.859 -1.3040 0.3153 1.6694



No. 3
8
Properties=species:S:1:pos:R:3:forces:R:3 method="wB97M-V/def2-TZVPD" orbital_gap_ha=0.35071 smiles="C1NN=NS1"
C 0.379 -0.720 0.300 0.8601 -0.6840 -4.2094
N -0.727 -0.146 -0.414 -0.7707 2.5041 -1.3387
N -0.623 1.222 -0.673 1.3162 0.4322 0.9118
N 0.398 1.762 -0.208 -1.1208 0.1292 -1.2451
S 1.469 0.710 0.557 0.4176 -0.6127 0.3672
H 0.084 -1.141 1.169 -0.7003 -1.5293 2.8359
H 0.731 -1.506 -0.484 0.3828 1.0776 1.9408
H -1.711 -0.181 -0.247 -0.3849 -1.3172 0.7376



No. 4
9
Properties=species:S:1:pos:R:3:forces:R:3 method="wB97M-V/def2-TZVPD" orbital_gap_ha=0.25996 charge=-1 smiles="S=[N+]1[N-]CN[N-]1"
S -3.161 -0.235 -1.035 2.7202 -0.0930 1.0831
N -1.148 -0.235 -0.321 -1.6706 -1.1553 0.1478
N -0.801 0.325 0.801 0.3906 1.1744 -1.6922
C 0.695 0.333 0.711 -1.0972 -1.3908 1.5259
N 0.991 -0.557 -0.452 -0.1157 -0.2903 2.8053
N -0.280 -0.919 -0.987 -0.4201 1.3098 -1.3234
H 1.175 1.304 0.555 -0.2741 0.3006 0.1090
H 0.962 -0.028 1.751 0.5461 0.0728 -1.1014
H 1.566 0.011 -1.022 -0.0792 0.0717 -1.5541



No. 5
9
Properties=species:S:1:pos:R:3:forces:R:3 method="wB97M-V/def2-TZVPD" orbital_gap_ha=0.30337 charge=-1
C 2.152 -0.424 0.035 -0.8963 1.1075 -0.6835
N -2.117 -0.245 -0.038 -0.5914 0.0375 -0.1174
N -1.061 -0.809 -0.116 0.1356 0.0524 -0.2392
N 3.149 -0.967 -0.040 1.7917 -0.9880 0.1440
N -3.157 0.232 0.024 0.5936 -0.1949 0.0571
Si 0.463 0.321 -0.094 -2.3079 -2.0705 1.8474
H -0.139 1.583 0.174 0.2645 1.6303 0.1798
H 0.367 -0.070 1.680 0.3495 0.4741 -1.3530
H 0.344 0.379 -1.627 0.6608 -0.0484 0.1648



No. 6
9
Properties=species:S:1:pos:R:3:forces:R:3 method="wB97M-V/def2-TZVPD" orbital_gap_ha=0.38700 smiles=Nc1nnn[nH]1
N -1.941 0.096 -0.193 -2.1919 -0.0805 0.3724
C -0.624 0.013 0.100 0.6716 -4.2201 -0.5008
N 0.051 -1.120 0.130 1.6542 0.4692 -1.5291
N 1.358 -0.738 -0.102 0.3612 -0.1456 1.7922
N 1.461 0.582 -0.031 3.1600 -5.0055 -0.9955
N 0.267 0.940 0.032 -1.9931 0.2071 0.1524
H -2.348 0.529 0.580 -1.2879 2.0012 1.2533
H -2.487 -0.768 -0.108 1.2326 -0.3542 -0.7504
H 0.213 1.837 0.080 -1.6068 7.1284 0.2056



No. 7
9
Properties=species:S:1:pos:R:3:forces:R:3 method="wB97M-V/def2-TZVPD" orbital_gap_ha=0.40055 smiles=Nn1cnnn1
N 0.412 1.296 0.636 -4.2180 1.1023 -2.0611
N -0.255 0.172 0.105 1.5808 -1.8946 -1.7346
C 0.280 -0.336 -1.087 -2.6595 -1.4860 3.4486
N 0.032 -1.652 -1.031 0.7575 1.4961 -2.8371
N -0.666 -1.909 0.087 0.3358 -1.3916 -0.7279
N -0.837 -0.920 0.793 0.6918 3.4189 1.4237
H 0.957 1.053 1.384 1.5563 -0.9050 2.4054
H -0.404 1.849 0.917 1.0545 0.5027 0.4902
H 0.481 0.447 -1.805 0.9008 -0.8427 -0.4072



No. 8
10
Properties=species:S:1:pos:R:3:forces:R:3 method="wB97M-V/def2-TZVPD" orbital_gap_ha=0.34181 smiles="[H]/N=c1/nnon1N"
H 1.701 1.253 -0.114 -0.0146 0.0844 -0.5728
N 0.842 1.806 -0.150 -2.0069 -0.7698 1.2134
C -0.146 0.975 -0.136 4.7211 0.6307 -1.5668
N -1.442 1.216 0.060 -1.9524 4.5139 1.2709
N -2.185 0.304 0.117 -0.3097 -3.3667 -1.1584
O -1.415 -0.920 -0.315 0.9668 1.3892 0.6815
N -0.026 -0.359 -0.488 -2.0963 -1.7119 -0.3257
N 0.912 -1.042 0.205 0.9692 -3.1940 0.0115
H 0.573 -1.285 1.168 0.4759 0.1391 -1.1111
H 1.185 -1.948 -0.346 -0.7531 2.2853 1.5573



No. 9
10
Properties=species:S:1:pos:R:3:forces:R:3 method="wB97M-V/def2-TZVPD" orbital_gap_ha="0.30771 / 0.30768" charge=+2 smiles="N#[N+]NC(=[NH2+])N=O"
N -2.374 0.855 0.002 -0.4324 0.3872 -0.0170
N -1.412 1.420 -0.020 -1.3174 0.3289 0.0341
N -0.117 1.219 -0.001 1.9247 -0.4993 0.0322
C 0.217 -0.096 -0.002 1.1900 -0.7321 -0.0678
N 1.386 -0.611 0.003 0.1608 0.3230 -0.0376
N -1.045 -0.977 0.052 -1.5333 -0.2977 0.0700
O -0.970 -2.127 -0.031 0.9875 0.4693 -0.0216
H 0.529 2.024 0.009 -0.4550 -0.0836 -0.0292
H 2.263 -0.072 0.012 -0.2108 -0.0473 0.0014
H 1.522 -1.634 -0.023 -0.3141 0.1516 0.0355



No. 10
11
Properties=species:S:1:pos:R:3:forces:R:3 method="wB97M-V/def2-TZVPD" orbital_gap_ha=0.38194
H 1.088 -2.704 1.405 1.4882 -0.1738 1.6881
N 0.421 -2.553 0.693 -0.9576 -3.3312 -0.3153
N 0.402 -1.469 0.229 -1.2353 3.5705 -1.7079
N 1.253 -0.512 0.735 2.9774 0.9351 2.1357
C 1.057 0.823 0.554 -0.2986 -0.3296 -1.3777
N 0.878 1.920 0.213 0.0989 -1.0893 0.8083
H 2.116 -0.787 1.344 -2.1341 0.4332 -1.2365
O -2.567 0.041 -1.730 3.0868 3.1186 1.1723
N -1.630 0.723 -1.295 -2.1999 -3.2729 -0.6483
O -1.835 2.040 -1.363 -1.2095 0.6767 -0.2795
H -1.182 2.476 -0.784 0.3837 -0.5374 -0.2392



No. 11
12
Properties=species:S:1:pos:R:3:forces:R:3 method="wB97M-V/def2-TZVPD" orbital_gap_ha=0.32913
H -0.526 1.741 1.366 0.8471 1.5885 0.8519
N -0.732 0.878 0.970 -1.5062 -0.2903 0.6064
C 0.110 0.266 0.319 1.6997 -1.2226 -3.2198
N -0.246 -0.806 -0.465 0.2771 -0.5536 0.3782
N 1.580 0.589 0.144 -1.8992 -0.6573 1.9404
N 2.102 0.921 -0.949 -1.8667 0.9306 -1.2460
O 1.678 0.866 -2.105 0.6668 -0.1250 1.2811
O 3.228 1.588 -0.718 1.6120 -0.7039 -1.3264
N 3.102 1.983 0.835 -0.3498 0.8007 1.6968
O 3.914 1.544 1.487 0.0403 -0.0258 -0.8286
H -1.222 -1.168 -0.370 1.6949 0.3309 -0.0777
H 0.563 -1.383 -0.719 -1.2159 -0.0721 -0.0563



No. 12
7
Properties=species:S:1:pos:R:3:forces:R:3 method="wB97M-V/def2-TZVPD" orbital_gap_ha=0.42199
C 1.736 -0.723 -0.473 -0.4455 -2.6528 -0.7042
N 2.159 0.548 -0.432 3.0142 0.9550 1.6526
O 1.112 -0.034 0.408 -1.1313 -0.1028 1.3104
O -1.978 -0.260 0.278 -0.3931 0.5749 -0.2424
H -2.003 -0.972 0.928 -0.3735 0.3749 -0.0326
H 1.736 1.119 -1.075 -1.4029 1.7870 -2.2366
H -2.764 0.321 0.365 0.7322 -0.9362 0.2528



No. 13
7
Properties=species:S:1:pos:R:3:forces:R:3 method="wB97M-V/def2-TZVPD" orbital_gap_ha=0.39569 smiles="O=CNO"
O 0.252 1.716 -0.586 -0.3131 0.8611 0.1226
C 0.141 0.531 -0.575 0.5435 -2.1234 0.0520
N 0.005 -0.257 0.547 -1.5848 0.8742 2.4247
O -0.340 -1.625 0.404 2.1930 -1.1947 2.4800
H 0.256 -0.175 -1.386 0.1364 0.0837 -1.2519
H -0.650 0.150 1.253 1.0136 -0.2215 -0.6337
H 0.225 -2.091 1.204 -1.9885 1.7206 -3.1938



No. 14
7
Properties=species:S:1:pos:R:3:forces:R:3 method="wB97M-V/def2-TZVPD" orbital_gap_ha="0.33730 / 0.33853"
C -0.842 -0.006 0.007 -0.4782 1.1214 1.2914
N 0.480 0.308 0.167 2.0608 1.6796 1.9559
O 2.603 -0.069 0.025 -1.1470 -0.1951 -0.7969
O 1.332 -0.329 -0.392 2.0408 -1.2728 -0.4540
H -1.155 -0.250 0.999 -0.4704 -0.6146 0.7438
H -1.216 0.966 -0.095 -1.3817 1.5132 -0.4428
H -1.203 -0.621 -0.711 -0.6245 -2.2317 -2.2974



No. 15
7
Properties=species:S:1:pos:R:3:forces:R:3 method="wB97M-V/def2-TZVPD" orbital_gap_ha=0.41723 smiles="NC(=O)O"
N 1.172 -0.411 -0.361 -0.0284 -0.0775 0.0736
C -0.085 0.033 -0.078 0.2462 -0.0519 0.1255
O -0.905 0.455 -0.846 -0.1327 0.1035 -0.3702
O -0.287 -0.026 1.260 -0.2372 0.0032 0.2530
H 1.592 -0.983 0.343 0.2371 -0.0662 0.2250
H 1.425 -0.632 -1.304 -0.2484 0.1268 -0.2372
H -1.184 0.304 1.416 0.1633 -0.0380 -0.0697



No. 16
8
Properties=species:S:1:pos:R:3:forces:R:3 method="wB97M-V/def2-TZVPD" orbital_gap_ha=0.29978 charge=-1 smiles="NPC(=O)[O-]"
N -1.284 0.173 0.160 0.6116 -1.6530 -0.5164
P -0.116 -1.106 0.268 -0.3182 1.4145 -1.8154
C 1.336 0.248 0.032 3.5668 -3.3737 -0.6413
O 1.072 1.364 0.412 -0.5397 1.4021 0.1289
O 2.475 -0.272 -0.334 -2.9249 1.1144 0.6157
H -2.187 0.039 0.464 -2.0299 -0.3965 0.8859
H -0.995 1.108 0.168 0.9344 1.2405 0.0845
H -0.301 -1.554 -1.171 0.7000 0.2517 1.2581



No. 17
8
Properties=species:S:1:pos:R:3:forces:R:3 method="wB97M-V/def2-TZVPD" orbital_gap_ha=0.22877 charge=-2
C -0.736 -3.035 -0.231 2.0633 -1.0589 -1.8732
N 1.019 5.001 0.763 3.9834 0.8310 -1.2220
O 0.760 5.237 -0.454 0.7114 -0.4331 2.5601
O 2.368 5.102 1.110 -4.6384 -0.2676 -1.3304
S -2.375 -3.704 -0.041 -0.7134 -0.5486 0.6010
H -0.121 -3.700 -1.039 -0.8772 1.2765 2.0146
H -0.082 -2.795 0.650 -0.6276 -0.6555 -0.4460
H -0.834 -2.108 -0.757 0.0987 0.8560 -0.3040



No. 18
8
Properties=species:S:1:pos:R:3:forces:R:3 method="wB97M-V/def2-TZVPD" orbital_gap_ha=0.31357 smiles="CS(=O)#[N+][O-]"
C -0.210 -0.056 0.055 -0.8680 4.3224 -0.7384
S -1.951 0.684 0.440 1.3164 -2.6533 -0.0274
O -2.354 1.723 -0.447 -0.3892 2.2726 -1.4535
N -2.281 -0.904 -0.568 -1.1367 -0.0607 1.1510
O -2.476 -1.812 0.153 -0.0373 -0.4764 -0.4576
H -0.218 -0.577 0.941 1.1972 -1.4450 1.9586
H 0.454 0.858 -0.072 -0.4907 -1.5198 0.4411
H -0.303 -0.651 -0.817 0.4082 -0.4398 -0.8739



No. 19
8
Properties=species:S:1:pos:R:3:forces:R:3 method="wB97M-V/def2-TZVPD" orbital_gap_ha="0.32120 / 0.32118"
C 1.337 -0.158 0.017 -1.3730 0.8565 -4.1262
N -0.860 0.288 0.113 -1.5705 -1.2112 0.1687
O -3.218 0.791 0.079 -1.8562 1.1257 -0.1667
O 0.065 -0.717 0.279 0.2693 0.2526 -0.0693
S -2.334 -0.323 0.034 3.0327 0.1333 0.2702
H 2.028 -0.917 -0.065 1.4767 -1.7087 0.4721
H 1.604 0.671 0.545 0.5565 1.6823 2.7598
H 1.377 0.365 -1.003 -0.5354 -1.1305 0.6914



No. 20
8
Properties=species:S:1:pos:R:3:forces:R:3 method="wB97M-V/def2-TZVPD" orbital_gap_ha=0.30975 smiles="O=[NH+][O-].C=S"
O -2.352 -1.247 -0.046 -0.5531 -1.0900 -0.2659
N -1.696 -0.253 0.037 1.7829 -0.4269 0.5332
O -2.075 0.868 0.136 -0.6673 1.6691 -0.0049
H -0.637 -0.352 0.095 -0.7279 -0.1986 -0.2386
C 1.697 0.091 -0.091 1.3396 2.3131 4.1450
S 1.100 1.576 0.014 -0.2383 0.0927 -0.2105
H 2.312 -0.240 0.799 -0.7825 -0.2557 -1.2516
H 1.650 -0.441 -0.944 -0.1533 -2.1036 -2.7067



Ordered ΔE to the lowest compared entry with this formula, charge and spin results: 302.09 337.70 62.05 321.71 169.51 153.87 216.58 312.36 85.06 185.55 58.89 574.43 302.80 759.23 1.78 25.28 70.66 359.87 308.62 383.06; unit kJ/mol.